# 1
# C6H6FMgO6Tl

A molecular structure, C6H6FMgO6Tl at a distorted geometry (ωB97M-V with the def2-TZVPD basis set, OMol25).

ORCA input file:
```
! wB97M-V def2-TZVPD RIJCOSX def2/J DEFGRID3
* xyz 1 2
H 1.389 -1.535 2.440
O 2.497 -0.139 1.369
O 1.434 -0.864 -0.400
O 1.840 1.307 -0.216
C 2.200 -1.518 1.670
C 1.712 -2.057 0.327
C 1.953 0.185 0.238
H 3.120 -2.014 1.994
F 2.673 -2.735 -0.346
H 0.813 -2.680 0.365
Mg 2.317 3.243 0.158
H -3.366 -0.509 3.009
O -3.779 -0.091 0.972
O -1.695 0.203 0.370
O -3.207 0.043 -1.220
C -2.963 0.142 2.225
C -1.558 -0.172 1.825
C -2.952 0.038 -0.024
H -3.165 1.196 2.465
H -1.480 -1.275 1.766
Tl -0.788 0.014 -1.944
*
```

Lowest unoccupied orbital energy (alpha / beta): -3.74 / -4.92 eV
HOMO-LUMO gap (alpha / beta): 6.11 / 4.92 eV
Expectation value of S²: 0.75

Formally, the Löwdin partial charges of the atoms, in units of the elementary charge, are as follows: number 1, H, carries 0.16; number 2, O, carries 0.12; number 3, O, carries 0.00; number 4, O, carries -0.13; number 5, C, carries 0.02; number 6, C, carries -0.26; number 7, C, carries -0.58; number 8, H, carries 0.16; number 9, F, carries 0.10; number 10, H, carries 0.18; number 11, Mg, carries 1.00; number 12, H, carries 0.12; number 13, O, carries 0.09; number 14, O, carries -0.26; number 15, O, carries -0.04; number 16, C, carries -0.15; number 17, C, carries -0.15; number 18, C, carries -0.71; number 19, H, carries 0.12; number 20, H, carries 0.04; number 21, Tl, carries 1.17

---

# 2
# C37H42O2P

7 unconnected molecules or ions with the total composition C37H42O2P at a distorted geometry (ωB97M-V with the def2-TZVPD basis set, OMol25).

ORCA input file:
```
! wB97M-V def2-TZVPD RIJCOSX def2/J DEFGRID3
* xyz 1 1
C -1.731 0.553 -6.029
P -1.352 1.127 -4.354
O -2.542 2.090 -3.981
O -1.242 -0.123 -3.371
H -0.907 -0.063 -6.390
H -1.878 1.471 -6.611
H -2.689 0.028 -5.982
H -0.179 1.899 -4.425
H -2.797 1.968 -3.046
H -0.337 -0.231 -3.015
C -0.457 5.680 0.236
C -0.805 4.337 0.215
C -1.373 3.789 -0.926
C -1.584 4.581 -2.048
C -1.233 5.923 -2.027
C -0.673 6.473 -0.883
H -0.015 6.110 1.126
H -0.634 3.719 1.087
H -1.651 2.738 -0.938
H -2.023 4.155 -2.940
H -1.396 6.541 -2.901
H -0.403 7.521 -0.864
C 2.347 6.504 -3.093
C 3.401 7.405 -3.047
C 3.919 7.929 -4.224
C 3.376 7.559 -5.447
C 2.319 6.660 -5.493
C 1.807 6.130 -4.316
H 1.944 6.093 -2.176
H 3.821 7.700 -2.093
H 4.745 8.627 -4.188
H 3.777 7.971 -6.364
H 1.895 6.373 -6.447
H 0.985 5.425 -4.351
C 2.498 -0.921 0.524
C 3.140 -2.147 0.629
C 3.551 -2.818 -0.516
C 3.330 -2.261 -1.767
C 2.690 -1.033 -1.873
C 2.273 -0.366 -0.728
H 2.175 -0.399 1.415
H 3.319 -2.581 1.605
H 4.046 -3.777 -0.432
H 3.657 -2.782 -2.657
H 2.520 -0.598 -2.853
H 1.770 0.592 -0.808
C 0.465 -4.464 1.622
C -0.816 -3.928 1.609
C -1.860 -4.608 2.220
C -1.622 -5.821 2.852
C -0.341 -6.356 2.868
C 0.702 -5.680 2.250
H 1.278 -3.934 1.143
H -1.000 -2.978 1.121
H -2.860 -4.193 2.204
H -2.436 -6.349 3.332
H -0.156 -7.301 3.362
H 1.700 -6.100 2.258
C 5.101 -3.384 6.361
C 5.038 -2.337 5.452
C 4.030 -2.306 4.498
C 3.080 -3.319 4.459
C 3.142 -4.364 5.370
C 4.155 -4.398 6.318
H 5.889 -3.409 7.103
H 5.775 -1.544 5.488
H 3.985 -1.491 3.785
H 2.289 -3.294 3.717
H 2.400 -5.152 5.340
H 4.206 -5.216 7.026
C -7.926 -2.122 1.354
C -6.614 -1.669 1.365
C -5.651 -2.348 2.098
C -5.998 -3.486 2.813
C -7.309 -3.941 2.799
C -8.274 -3.257 2.073
H -8.678 -1.590 0.785
H -6.343 -0.784 0.803
H -4.628 -1.990 2.113
H -5.246 -4.019 3.382
H -7.579 -4.830 3.355
H -9.297 -3.609 2.066
*
```

Lowest unoccupied orbital energy: -3.41 eV
HOMO-LUMO gap: 7.32 eV

Formally, the Löwdin partial charges of the atoms, in units of the elementary charge, are as follows: number 1, C, carries -0.13; number 2, P, carries 0.79; number 3, O, carries -0.14; number 4, O, carries -0.12; number 5, H, carries 0.08; number 6, H, carries 0.08; number 7, H, carries 0.08; number 8, H, carries 0.09; number 9, H, carries 0.11; number 10, H, carries 0.10; number 11, C, carries -0.08; number 12, C, carries -0.09; number 13, C, carries -0.11; number 14, C, carries -0.11; number 15, C, carries -0.09; number 16, C, carries -0.09; number 17, H, carries 0.11; number 18, H, carries 0.11; number 19, H, carries 0.08; number 20, H, carries 0.07; number 21, H, carries 0.11; number 22, H, carries 0.11; number 23, C, carries -0.10; number 24, C, carries -0.09; number 25, C, carries -0.09; number 26, C, carries -0.09; number 27, C, carries -0.10; number 28, C, carries -0.11; number 29, H, carries 0.09; number 30, H, carries 0.10; number 31, H, carries 0.11; number 32, H, carries 0.10; number 33, H, carries 0.10; number 34, H, carries 0.08; number 35, C, carries -0.08; number 36, C, carries -0.09; number 37, C, carries -0.08; number 38, C, carries -0.09; number 39, C, carries -0.12; number 40, C, carries -0.11; number 41, H, carries 0.11; number 42, H, carries 0.08; number 43, H, carries 0.11; number 44, H, carries 0.11; number 45, H, carries 0.09; number 46, H, carries 0.09; number 47, C, carries -0.10; number 48, C, carries -0.09; number 49, C, carries -0.09; number 50, C, carries -0.09; number 51, C, carries -0.09; number 52, C, carries -0.09; number 53, H, carries 0.07; number 54, H, carries 0.09; number 55, H, carries 0.08; number 56, H, carries 0.10; number 57, H, carries 0.10; number 58, H, carries 0.10; number 59, C, carries -0.09; number 60, C, carries -0.09; number 61, C, carries -0.10; number 62, C, carries -0.10; number 63, C, carries -0.09; number 64, C, carries -0.09; number 65, H, carries 0.10; number 66, H, carries 0.10; number 67, H, carries 0.09; number 68, H, carries 0.08; number 69, H, carries 0.10; number 70, H, carries 0.10; number 71, C, carries -0.10; number 72, C, carries -0.11; number 73, C, carries -0.11; number 74, C, carries -0.10; number 75, C, carries -0.09; number 76, C, carries -0.09; number 77, H, carries 0.10; number 78, H, carries 0.09; number 79, H, carries 0.09; number 80, H, carries 0.10; number 81, H, carries 0.10; number 82, H, carries 0.10

---

# 3
# C5H12N5

A gas-phase ion, C5H12N5 (charge +1) at a distorted geometry (ωB97M-V with the def2-TZVPD basis set, OMol25).

ORCA input file:
```
! wB97M-V def2-TZVPD RIJCOSX def2/J DEFGRID3
* xyz 1 1
C -0.090 0.816 0.089
C -1.562 0.539 0.007
C -1.013 1.115 1.243
C -0.191 -1.422 -0.143
C 2.399 0.133 0.292
N 0.687 -0.407 -0.084
N -1.488 -0.970 -0.097
N -2.494 1.229 -0.778
N 0.096 -2.715 -0.141
N 2.665 0.997 -0.737
H 0.327 1.627 -0.440
H -1.029 0.428 2.042
H -1.168 2.103 1.449
H 1.999 0.565 1.196
H 2.896 -0.873 0.371
H -2.308 -1.653 0.120
H -2.139 1.082 -1.793
H -3.519 1.169 -0.573
H 1.073 -2.988 -0.076
H -0.693 -3.404 0.026
H 3.314 0.755 -1.329
H 2.235 1.873 -0.644
*
```

Lowest unoccupied orbital energy: -2.66 eV
HOMO-LUMO gap: 10.24 eV
Relative energy (zero: lowest compared OMol25 entry of this formula, charge and spin): 3.118 eV

Formally, the Löwdin partial charges of the atoms, in units of the elementary charge, are as follows: number 1, C, carries -0.20; number 2, C, carries -0.47; number 3, C, carries 0.02; number 4, C, carries -0.40; number 5, C, carries -0.02; number 6, N, carries 0.05; number 7, N, carries 0.15; number 8, N, carries 0.10; number 9, N, carries 0.19; number 10, N, carries 0.12; number 11, H, carries 0.12; number 12, H, carries 0.11; number 13, H, carries 0.10; number 14, H, carries 0.11; number 15, H, carries 0.14; number 16, H, carries 0.20; number 17, H, carries 0.14; number 18, H, carries 0.12; number 19, H, carries 0.13; number 20, H, carries 0.16; number 21, H, carries 0.04; number 22, H, carries 0.09

---

# 4
# C25H41F3IrO2P2

A molecular structure, C25H41F3IrO2P2 at a distorted geometry (ωB97M-V with the def2-TZVPD basis set, OMol25).

ORCA input file:
```
! wB97M-V def2-TZVPD RIJCOSX def2/J DEFGRID3
* xyz 2 6
Ir -1.137 2.038 0.620
C -0.776 -0.330 2.390
C -0.356 1.059 2.155
C -2.631 0.914 3.011
C -2.077 -0.364 2.888
C -1.660 1.897 2.576
C 0.111 -1.501 2.483
H 1.130 -1.273 2.180
H -0.251 -2.374 1.914
H 0.180 -1.789 3.548
C -2.734 -1.603 3.397
H -2.020 -2.424 3.498
H -3.569 -1.966 2.785
H -3.143 -1.417 4.395
C -3.933 1.215 3.649
H -3.975 0.830 4.678
H -4.765 0.729 3.121
H -4.135 2.289 3.672
C -1.484 3.254 3.148
H -0.810 3.266 4.019
H -2.449 3.697 3.416
H -1.073 3.882 2.344
C 0.997 1.527 2.548
H 1.028 1.902 3.585
H 1.284 2.320 1.851
H 1.735 0.723 2.438
C 1.658 -3.536 -0.755
C 3.088 -3.559 -0.490
C 3.644 -2.279 0.013
C 2.506 -1.260 -0.044
C 1.390 -2.023 -0.759
C 0.997 -1.544 -2.141
C 0.573 -2.833 -2.905
C 1.002 -4.051 -2.057
H 4.475 -1.955 -0.640
H 2.826 -0.280 -0.408
H 4.052 -2.310 1.048
H 1.679 -4.728 -2.579
H 1.168 -3.926 0.155
H 3.735 -4.436 -0.584
H 0.102 -4.623 -1.789
H -0.534 -2.800 -2.831
H 0.017 -1.017 -1.953
H 0.821 -2.934 -3.976
H 2.201 -0.964 0.959
H 0.474 -1.866 -0.179
P 1.617 0.206 -2.640
C 1.616 -0.259 -4.429
C 3.408 0.553 -2.474
P 0.041 2.779 -0.931
C 0.463 1.602 -2.399
C 1.607 3.628 -0.592
C -1.123 3.809 -1.931
H 0.590 -0.283 -4.832
H 2.026 -1.278 -4.499
H 2.250 0.415 -5.042
H 3.813 0.826 -3.465
H 3.950 -0.340 -2.129
H 3.638 1.366 -1.766
H -0.677 4.024 -2.905
H -1.361 4.752 -1.432
H -2.063 3.243 -2.038
H -0.558 1.252 -2.689
H 0.795 2.397 -3.122
H 1.412 4.590 -0.099
H 2.093 3.816 -1.555
H 2.214 2.989 0.061
F -4.209 -2.103 -0.933
C -4.157 -0.791 -0.566
F -4.782 -0.070 -1.518
F -4.859 -0.671 0.616
C -2.703 -0.194 -0.393
O -1.716 -0.930 -0.298
O -2.690 1.097 -0.397
*
```

Lowest unoccupied orbital energy (alpha / beta): -5.96 / -8.52 eV
HOMO-LUMO gap (alpha / beta): 6.30 / 6.43 eV
Relative energy (zero: lowest compared OMol25 entry of this formula, charge and spin): 1.545 eV
Expectation value of S²: 8.77

Formally, the Löwdin partial charges of the atoms, in units of the elementary charge, are as follows: number 1, Ir, carries 1.29; number 2, C, carries -0.16; number 3, C, carries -0.42; number 4, C, carries -0.16; number 5, C, carries -0.16; number 6, C, carries -0.37; number 7, C, carries -0.01; number 8, H, carries 0.05; number 9, H, carries 0.11; number 10, H, carries 0.13; number 11, C, carries 0.03; number 12, H, carries 0.09; number 13, H, carries 0.11; number 14, H, carries 0.11; number 15, C, carries 0.01; number 16, H, carries 0.11; number 17, H, carries 0.10; number 18, H, carries 0.09; number 19, C, carries -0.03; number 20, H, carries 0.12; number 21, H, carries 0.10; number 22, H, carries 0.07; number 23, C, carries -0.04; number 24, H, carries 0.12; number 25, H, carries 0.05; number 26, H, carries 0.09; number 27, C, carries -0.26; number 28, C, carries 0.00; number 29, C, carries -0.17; number 30, C, carries -0.16; number 31, C, carries -0.29; number 32, C, carries -0.29; number 33, C, carries -0.12; number 34, C, carries -0.10; number 35, H, carries 0.11; number 36, H, carries 0.07; number 37, H, carries 0.13; number 38, H, carries 0.12; number 39, H, carries 0.15; number 40, H, carries 0.12; number 41, H, carries 0.12; number 42, H, carries 0.13; number 43, H, carries 0.08; number 44, H, carries 0.11; number 45, H, carries 0.06; number 46, H, carries 0.10; number 47, P, carries 0.99; number 48, C, carries -0.18; number 49, C, carries -0.17; number 50, P, carries 0.59; number 51, C, carries -0.38; number 52, C, carries -0.23; number 53, C, carries -0.23; number 54, H, carries 0.08; number 55, H, carries 0.06; number 56, H, carries 0.07; number 57, H, carries 0.07; number 58, H, carries 0.06; number 59, H, carries 0.06; number 60, H, carries 0.06; number 61, H, carries 0.06; number 62, H, carries 0.05; number 63, H, carries 0.08; number 64, H, carries 0.08; number 65, H, carries 0.07; number 66, H, carries 0.06; number 67, H, carries 0.04; number 68, F, carries 0.15; number 69, C, carries -0.46; number 70, F, carries 0.16; number 71, F, carries 0.12; number 72, C, carries -0.49; number 73, O, carries 0.06; number 74, O, carries -0.16

---

# 5
# C12H15BNO

A gas-phase ion, C12H15BNO (charge +1) at a distorted geometry (ωB97M-V with the def2-TZVPD basis set, OMol25).

ORCA input file:
```
! wB97M-V def2-TZVPD RIJCOSX def2/J DEFGRID3
* xyz 1 1
B 1.964 1.851 -2.355
C -0.813 -2.112 3.573
C -0.767 -0.730 3.702
C -0.380 -2.772 2.423
C -0.394 -0.016 2.550
C 0.263 -2.087 1.443
C 0.174 -0.686 1.510
C -0.213 2.048 -1.146
C 1.032 0.970 -2.866
C -0.474 -0.877 -2.285
C 0.017 0.088 -3.401
C -1.294 -0.120 -1.157
C 0.679 0.213 0.382
N -0.454 0.852 -0.365
O -0.296 -2.052 -2.058
H 1.427 2.773 -2.940
H 2.914 2.065 -1.804
H -1.155 -2.858 4.362
H -1.136 -0.027 4.431
H -0.474 -3.812 2.522
H -0.467 0.973 2.560
H 0.664 -2.597 0.500
H 0.464 2.724 -0.598
H -0.999 0.527 -3.649
H 0.446 -0.646 -4.153
H -2.056 0.324 -1.643
H -1.885 -0.956 -0.578
H 1.176 1.040 0.687
H 1.393 -0.347 -0.429
H -0.966 1.322 0.357
*
```

Lowest unoccupied orbital energy: -5.08 eV
HOMO-LUMO gap: 7.62 eV
Relative energy (zero: lowest compared OMol25 entry of this formula, charge and spin): 7.103 eV

Formally, the Löwdin partial charges of the atoms, in units of the elementary charge, are as follows: number 1, B, carries -0.13; number 2, C, carries -0.06; number 3, C, carries -0.02; number 4, C, carries -0.08; number 5, C, carries -0.05; number 6, C, carries -0.03; number 7, C, carries -0.22; number 8, C, carries 0.15; number 9, C, carries 0.10; number 10, C, carries -0.33; number 11, C, carries -0.08; number 12, C, carries -0.03; number 13, C, carries -0.06; number 14, N, carries -0.18; number 15, O, carries 0.14; number 16, H, carries 0.15; number 17, H, carries 0.05; number 18, H, carries 0.14; number 19, H, carries 0.11; number 20, H, carries 0.10; number 21, H, carries 0.07; number 22, H, carries 0.14; number 23, H, carries 0.05; number 24, H, carries 0.18; number 25, H, carries 0.16; number 26, H, carries 0.08; number 27, H, carries 0.19; number 28, H, carries 0.09; number 29, H, carries 0.19; number 30, H, carries 0.16

---

# 6
# C4H7NO2

2 unconnected molecules or ions with the total composition C4H7NO2 (ωB97M-V with the def2-TZVPD basis set, OMol25).

ORCA input file:
```
! wB97M-V def2-TZVPD RIJCOSX def2/J DEFGRID3
* xyz 0 1
C 2.303 -0.332 -0.535
N 1.610 0.812 0.050
C 0.415 1.055 -0.070
C -0.825 1.511 -0.078
O -1.850 1.082 0.764
C -1.636 -1.350 0.261
O -0.466 -1.512 0.521
H 2.847 -0.017 -1.435
H 3.048 -0.658 0.197
H 1.633 -1.165 -0.771
H -1.157 2.222 -0.827
H -1.507 0.907 1.651
H -1.987 -1.032 -0.737
H -2.429 -1.522 1.011
*
```

Lowest unoccupied orbital energy: 0.79 eV
HOMO-LUMO gap: 9.01 eV
Relative energy (zero: lowest compared OMol25 entry of this formula, charge and spin): 3.779 eV

Formally, the Löwdin partial charges of the atoms, in units of the elementary charge, are as follows: number 1, C, carries -0.11; number 2, N, carries 0.04; number 3, C, carries -0.12; number 4, C, carries -0.19; number 5, O, carries -0.07; number 6, C, carries -0.16; number 7, O, carries -0.03; number 8, H, carries 0.08; number 9, H, carries 0.08; number 10, H, carries 0.07; number 11, H, carries 0.11; number 12, H, carries 0.11; number 13, H, carries 0.09; number 14, H, carries 0.09